Entry from the Open Molecules 2025 dataset: a cluster of 2 separate species, CH5PS in total (ωB97M-V/def2-TZVPD).

```
8
Properties=species:S:1:pos:R:3:forces:R:3
C 1.185 -0.518 -0.305 -0.575 -0.471 -1.754
P -1.506 0.767 0.286 0.531 -0.049 -0.401
S -0.216 -0.958 0.553 0.584 0.167 0.102
H 2.185 -0.905 -0.178 -0.326 -0.440 0.627
H 1.875 1.013 0.798 0.321 0.974 0.817
H 1.119 0.146 -1.169 -0.278 -0.045 0.330
H -2.074 0.305 -0.919 0.086 0.108 -0.344
H -2.567 0.151 0.934 -0.343 -0.245 0.623
```
Positions in Å, forces in eV/Å.

The net charge is 0. The LUMO energy (spin up / spin down) is 0.0248 / -0.0480 Eh. The energy above the lowest of the compared OMol25 structures with the same formula, charge and spin is 36.11 kcal per mole. As for the spin multiplicity: 3. The energy comes out at -21236.628 eV.